Here is a single C5H9NO2 molecule from the Open Molecules 2025 dataset. Energies are from ωB97M-V with the def2-TZVPD basis set.

The calculation puts the maximum force at 0.095 Eh/bohr. The LUMO energy is 0.787 eV. Its total energy is -400.88538 Eh.

Element x y z (Å)
C  1.11837  0.38251  1.22278
N  1.72633  -0.52291  0.29158
C  0.75599  -0.71682  -1.02698
C  -0.76058  -1.20976  -0.55183
O  -1.94188  -0.14177  -0.88306
C  -1.73553  0.97046  0.07508
C  -0.25069  0.40745  0.67347
O  -0.82809  -1.00106  0.72161
H  1.07768  -0.07038  2.21283
H  1.55186  1.46800  1.47817
H  2.61066  -0.13026  -0.12292
H  0.70739  0.16000  -1.67348
H  1.23961  -1.38851  -1.82541
H  -1.30432  -2.05949  -0.90554
H  -1.68555  2.02133  -0.34400
H  -2.31847  0.97065  1.00807
H  0.03724  0.86054  -0.35039

Force components x, y, z for each atom (eV/Å):
C -0.5 2.3 3.1
N 0.7 -0.6 -4.1
C 1.0 -2.2 -1.1
C -0.5 2.8 -2.2
O 1.4 2.2 0.1
C 0.7 -0.5 1.8
C -3.7 2.4 -2.1
O 3.6 0.8 2.9
H 0.3 -0.2 0.1
H -0.7 -2.1 -1.4
H -1.2 -0.6 0.6
H -0.3 0.2 0.3
H -0.3 -0.1 1.9
H 0.5 -0.9 -0.5
H 0.0 -1.5 0.0
H -0.9 -0.3 -1.0
H -0.1 -1.8 1.5

Here is a molecular structure, C44H52BCl3LaN16O from the Open Molecules 2025 dataset. Energies are from ωB97M-V with the def2-TZVPD basis set.

As for the multiplicity: 2. The calculation puts the maximum force at 0.109 Eh/bohr. The LUMO energy (alpha / beta) is -5.765 / -5.765 eV. The expectation value of S² is 0.797. Its charge is +2. Its total energy is -4095.79019 Eh.

Element x y z (Å)
La  -16.70314  -12.14426  0.99356
C  -19.30590  -11.91700  5.44564
C  -19.38559  -10.52536  5.58442
C  -18.66777  -9.75564  4.69365
C  -17.61532  -10.28785  3.93592
N  -17.61582  -11.66397  3.69961
C  -18.40366  -12.39725  4.51313
C  -16.58710  -9.40119  3.42278
C  -16.36606  -8.14956  3.99031
C  -15.49383  -7.24941  3.36783
C  -14.84574  -7.63968  2.17488
C  -15.08394  -8.94337  1.71752
N  -15.96900  -9.79296  2.30956
C  -14.32427  -9.52642  0.59829
C  -13.25112  -8.82411  -0.00120
C  -12.43762  -9.51329  -0.89769
C  -12.68036  -10.87662  -1.16454
C  -13.80007  -11.43724  -0.67037
N  -14.66996  -10.82085  0.15431
H  -19.83174  -12.55720  6.17174
H  -19.99429  -10.10582  6.32779
H  -18.69259  -8.69690  4.76282
H  -18.39112  -13.51300  4.33640
H  -16.91640  -7.90366  4.91988
H  -15.29204  -6.26764  3.73392
H  -14.15763  -6.97810  1.71178
H  -13.01598  -7.78792  0.18701
H  -11.53359  -9.00652  -1.21484
H  -12.03852  -11.44985  -1.81650
H  -13.99395  -12.47191  -0.95107
C  -14.79997  -15.16022  -0.88047
C  -15.98598  -14.52746  -1.50115
C  -16.83972  -15.16075  -2.44669
C  -17.70887  -14.19177  -2.88986
N  -17.43935  -13.03717  -2.26922
N  -16.41153  -13.25832  -1.29789
B  -18.53805  -11.89494  -1.97098
N  -19.51131  -12.38875  -0.88653
C  -20.72502  -12.91945  -1.11859
C  -21.11341  -13.82977  -0.14260
C  -20.03006  -13.82541  0.80203
C  -19.91623  -14.77194  2.00264
N  -19.10726  -12.95516  0.45529
N  -17.68852  -10.82468  -1.28999
C  -16.91419  -9.95954  -2.06842
C  -16.90119  -8.69403  -1.48290
C  -17.73279  -8.85250  -0.32737
C  -18.28410  -7.79509  0.51126
N  -18.11826  -10.10559  -0.13715
N  -19.19379  -11.50362  -3.30630
C  -20.33669  -10.74593  -3.45308
C  -20.54637  -10.49838  -4.76977
C  -19.52114  -11.22633  -5.46089
C  -19.24040  -11.43287  -6.83514
N  -18.71140  -11.73991  -4.55272
H  -13.84988  -15.03734  -1.47367
H  -14.91817  -16.21306  -0.69348
H  -14.63678  -14.63557  0.04763
H  -16.92403  -16.19981  -2.73812
H  -18.39632  -14.25140  -3.68805
H  -21.35676  -12.67705  -1.97822
H  -21.99569  -14.46005  -0.16273
H  -20.24082  -15.78927  1.67232
H  -20.64142  -14.48557  2.79466
H  -18.85698  -14.85845  2.31660
H  -16.61999  -10.29550  -3.07260
H  -16.39002  -7.82006  -1.89297
H  -18.20018  -8.04299  1.55922
H  -19.37260  -7.62791  0.36663
H  -17.84288  -6.80909  0.25735
H  -20.94405  -10.42694  -2.59656
H  -21.26802  -9.88667  -5.25774
H  -19.97661  -10.83575  -7.47436
H  -19.44126  -12.50704  -7.05169
H  -18.16923  -11.22680  -7.12637
Cl  -12.25485  -12.09026  6.15851
C  -13.12426  -12.71726  7.46537
C  -14.42467  -12.17275  7.78732
C  -15.22003  -12.79625  8.71974
C  -14.65890  -13.77323  9.63462
C  -15.46557  -14.23897  10.64359
C  -13.36999  -14.23969  9.36514
C  -12.64469  -13.72977  8.27071
H  -14.85711  -11.35092  7.25886
H  -16.23654  -12.42229  8.98080
H  -16.39622  -13.72359  10.86967
H  -15.26445  -15.13601  11.24766
H  -12.98091  -15.05872  10.02253
H  -11.68015  -14.18736  8.08582
N  -13.99938  -13.64085  4.68343
N  -14.79542  -14.22407  3.69562
N  -15.08562  -15.51899  3.70837
C  -15.96176  -15.65504  2.72118
N  -16.20916  -14.45710  2.07755
N  -15.42178  -13.51128  2.64307
H  -13.95542  -14.29267  5.47542
H  -14.02827  -12.62915  4.71766
H  -16.46402  -16.58846  2.52031
Cl  -22.75102  -7.42197  3.53062
C  -23.76297  -8.75368  4.17971
Cl  -24.51900  -9.84541  2.88772
H  -24.59951  -8.46677  4.82248
H  -23.02926  -9.41017  4.72793
C  -16.60573  -18.55303  5.54186
C  -17.94736  -17.93853  5.12611
O  -18.05845  -17.87950  3.70583
C  -18.24850  -19.22524  3.18879
C  -18.57984  -19.14598  1.74281
H  -16.47447  -18.59627  6.64280
H  -15.78102  -17.89636  5.18601
H  -16.44342  -19.58574  5.17679
H  -18.07194  -16.93519  5.51612
H  -18.82838  -18.54513  5.47840
H  -18.99106  -19.78657  3.78620
H  -17.26707  -19.76565  3.23918
H  -17.84549  -18.49870  1.22923
H  -19.60232  -18.72304  1.58059
H  -18.56248  -20.15245  1.26251

Force components x, y, z for each atom (eV/Å):
La -1.5 1.2 -0.4
C 0.4 1.0 1.2
C 0.2 -1.8 -1.5
C 1.7 0.2 0.5
C -2.5 -2.4 0.7
N 0.4 1.7 1.0
C -0.3 -1.7 -1.5
C 0.2 0.5 -1.3
C 0.0 0.7 0.6
C 0.0 -1.2 -1.0
C -1.2 -1.1 1.5
C -0.5 -0.4 0.3
N 1.0 0.5 -0.4
C 0.3 -1.2 -1.9
C -0.7 -1.3 -0.2
C 0.1 -0.7 0.7
C 1.4 2.1 -0.7
C -1.4 -0.7 0.6
N 1.7 2.1 1.1
H 0.3 0.1 -0.8
H -0.9 0.7 0.7
H -0.4 0.7 0.1
H 0.2 1.3 0.1
H 0.7 0.0 -0.7
H -0.1 0.4 0.5
H 0.4 0.3 -0.4
H -0.1 -0.1 0.3
H -0.1 -0.2 -0.5
H 0.1 0.0 0.1
H -0.4 0.3 0.1
C 1.1 1.1 -0.1
C -1.9 -0.5 -1.4
C 0.2 0.0 0.3
C 1.3 0.1 0.6
N 0.0 0.1 1.7
N -0.4 -0.6 -1.6
B 1.2 -1.1 -0.4
N -1.3 -1.7 2.5
C -0.9 -0.9 0.2
C 1.2 0.6 0.2
C -1.5 -0.7 -0.6
C -0.3 0.0 -0.8
N 0.8 1.0 -2.7
N 1.6 2.8 0.5
C -1.1 0.1 0.5
C -0.3 -1.5 -0.5
C 0.5 -0.4 -0.9
C -0.6 1.7 0.4
N 0.0 -0.4 -1.6
N -1.4 0.7 0.2
C -0.2 0.3 1.2
C 0.5 -0.7 -1.0
C 0.1 1.1 4.1
C -0.2 -0.2 -3.6
N 1.2 -1.3 0.2
H -1.0 0.0 0.3
H -0.2 -0.4 0.1
H 0.4 -0.1 0.6
H 0.6 0.1 0.0
H -0.8 0.1 -0.5
H 0.7 0.0 0.1
H 0.2 0.3 0.2
H 0.3 0.8 0.2
H 0.8 0.0 -0.3
H -0.8 0.2 0.2
H 0.1 0.2 0.6
H -0.5 -0.3 0.3
H 0.3 0.2 0.5
H 0.5 -0.5 -0.3
H 0.0 -0.6 0.5
H 0.5 -0.1 -0.4
H -0.6 0.2 0.1
H 1.3 -0.7 0.7
H 0.2 0.7 -0.2
H -1.2 -0.1 0.3
Cl 1.1 0.8 -0.3
C -2.2 0.3 1.8
C 0.3 -1.3 -0.2
C 0.5 0.7 1.3
C -0.7 0.6 -1.4
C -0.8 -0.9 1.3
C 0.6 -0.6 -0.2
C 0.3 -1.0 0.8
H 0.1 0.4 -0.5
H 0.9 -0.2 -0.5
H 0.1 -0.2 -0.1
H 0.2 0.6 -0.3
H -0.1 1.0 -0.8
H 0.1 0.2 -0.2
N -0.8 -1.9 -2.0
N -1.0 1.4 -1.5
N 0.1 1.9 0.0
C -0.4 1.9 -0.9
N 1.5 -1.0 1.2
N 1.1 -4.2 3.5
H 0.0 1.0 -0.2
H -0.2 -0.4 0.3
H -0.1 0.0 -0.1
Cl -0.9 -0.5 0.2
C 0.8 -1.8 -0.2
Cl 0.7 1.0 0.8
H 0.5 0.5 -0.3
H -1.1 0.7 -0.5
C 0.6 0.3 0.6
C -0.4 -1.2 0.1
O -0.3 -0.8 -0.1
C 1.4 -0.1 0.3
C -1.1 0.1 -1.2
H -0.3 0.1 -0.5
H -0.4 -0.5 0.0
H -0.2 0.7 0.1
H 0.1 0.3 0.0
H 0.9 0.5 0.1
H 0.2 0.4 -0.2
H -0.8 0.3 0.3
H -0.3 -0.3 0.1
H 0.8 -0.2 0.0
H 0.1 0.7 0.4

Here is a molecular structure, C19H33N5O from the Open Molecules 2025 dataset. Energies are from ωB97M-V with the def2-TZVPD basis set.

The calculation puts the maximum force at 0.354 Eh/bohr. The LUMO energy is 0.624 eV. Its total energy is -1092.02483 Eh.

Element x y z (Å)
C  -5.50961  -2.36500  0.91570
H  -6.35259  -2.00311  0.43872
C  -4.25756  -1.34618  0.41500
H  -4.55831  -0.47214  0.81350
C  -3.05495  -2.14077  0.84200
N  -1.92608  -1.31079  0.79035
C  -1.42669  -1.31579  -0.43445
C  -1.84849  0.01824  -1.56430
N  -1.56377  1.26567  -0.85229
C  -2.11700  1.20895  0.53710
C  -1.73989  0.25392  1.39771
H  -2.28905  0.15157  2.24541
H  -0.57873  -0.02235  1.42341
H  -1.86082  2.26252  1.10489
H  -3.26544  1.22373  0.31117
C  -1.92937  2.36949  -1.43649
C  -1.08380  3.50793  -1.08340
C  0.36236  3.45470  -1.13823
N  1.00272  2.71818  -0.26965
C  1.56074  3.09780  0.96962
O  1.90141  4.19364  0.93373
C  1.81261  2.03329  2.01904
N  2.54108  0.92130  1.29229
C  3.80539  0.60007  1.30857
C  3.99451  -0.44349  0.16858
C  2.75882  -0.96612  0.09813
N  1.82397  -0.29949  0.60413
C  2.35803  -2.04418  -0.70500
C  3.45114  -3.17875  -0.61256
C  4.83237  -2.41711  -1.03590
H  5.62688  -2.96725  -1.34013
C  5.16286  -1.42656  -0.12424
H  6.02410  -0.69703  -0.31609
H  5.55320  -2.08781  0.84162
H  4.58317  -1.89015  -2.02704
H  3.38545  -3.73841  -1.40731
H  3.70161  -3.59526  0.08464
H  1.46146  -2.68779  0.04411
H  2.01878  -1.86916  -1.67280
H  4.48569  1.32280  1.67171
H  2.68861  2.27643  2.77251
H  0.86623  1.68706  2.58807
H  0.43085  1.62160  -0.19952
H  0.62853  2.98258  -2.17870
H  0.78327  4.53408  -1.13067
H  -1.23374  3.88820  -0.13015
H  -1.34302  4.37226  -1.75575
H  -2.81556  2.44454  -1.50484
H  -1.55445  2.27094  -2.70056
H  -1.43587  0.05403  -2.35287
H  -2.88378  -0.03487  -1.68825
H  -1.54515  -2.08243  -1.16089
H  -0.06304  -1.02815  -0.60046
H  -3.10499  -2.13394  2.18170
H  -2.80378  -3.04066  0.71513
H  -4.32312  -1.27260  -0.43659
H  -5.41698  -3.42491  0.36297
H  -5.72024  -2.43329  1.96762

Force components x, y, z for each atom (eV/Å):
C 2.3 -1.2 -3.0
H -2.1 0.9 -0.7
C -1.9 -8.4 14.4
H 0.3 3.0 2.1
C -2.3 10.1 8.7
N 1.9 2.1 0.9
C 6.5 4.7 -7.0
C -4.5 -1.0 13.6
N 2.9 -6.8 4.7
C -3.2 7.4 -4.3
C 5.1 -9.5 -0.1
H -1.1 0.2 2.9
H -2.1 1.7 0.7
H -0.7 -2.2 -1.5
H 1.4 0.1 1.0
C 11.7 2.1 -6.8
C -1.8 3.6 -1.0
C 1.2 3.4 -6.5
N 0.0 -10.6 6.6
C -2.4 -3.7 -3.9
O 2.8 6.7 2.7
C 2.1 -1.9 1.2
N -3.3 -4.0 -0.2
C 1.0 -1.2 -5.0
C 3.2 0.6 4.9
C 0.0 1.6 -1.2
N -2.9 5.7 3.6
C -1.6 -7.8 4.4
C -1.1 13.0 -12.7
C -4.7 0.3 -4.4
H 2.3 -2.4 -0.3
C 3.0 4.0 5.9
H -0.6 -1.6 -0.3
H -1.0 2.1 -1.5
H 0.0 -0.6 0.9
H -1.1 -3.7 -3.9
H 3.4 -8.0 14.4
H 1.9 2.3 -2.7
H -0.5 0.3 -1.5
H 1.0 0.3 0.6
H -2.3 0.5 -1.2
H 1.7 0.4 -1.1
H 2.2 3.8 -0.5
H -0.3 1.1 1.1
H -0.6 -1.6 -0.1
H -1.1 0.8 2.3
H -0.1 -0.7 0.5
H -12.3 2.1 -0.8
H -1.2 -0.1 3.1
H 6.1 -0.2 -10.6
H -2.2 -0.2 -0.5
H -0.5 -1.5 0.4
H -4.0 -1.1 1.2
H -0.7 -0.6 -3.3
H 1.1 -7.2 -2.2
H -1.2 1.1 -15.9
H 0.2 2.1 1.7
H 0.5 -0.1 0.4

Computed values of relative energy (zero: lowest compared OMol25 entry of this formula, charge and spin) (unit: kcal per mole) for the preceding records, in sequence: 182.8, 0.0, 497.7.